# 1
9 unconnected molecules or ions with the total composition C31H63ClIO10PS8 in a non-equilibrium geometry, computed with ωB97M-V/def2-TZVPD.

The geometry in ORCA input format:
```
! RIJCOSX wB97M-V def2-TZVPD def2/J DEFGRID3
* xyz 0 1
C 0.806 -0.390 1.108
C 0.161 0.477 -0.086
C 1.110 0.539 -1.413
I -0.018 0.960 -3.247
C 2.112 -0.689 -1.536
C 1.605 -2.178 -1.541
C 2.651 -3.355 -1.616
C 4.185 -3.136 -1.691
C 4.681 -1.672 -1.736
Cl 6.471 -1.339 -1.881
C 3.667 -0.467 -1.659
P 4.469 1.262 -1.726
C 4.005 2.171 -3.323
C 4.079 2.270 -0.176
C 2.181 -4.897 -1.614
O 2.944 -5.837 -1.986
C 0.715 -5.189 -1.085
C -0.219 -4.133 -0.991
C 0.088 -2.612 -1.438
O -0.916 -1.910 -1.707
H 0.426 -1.478 1.085
H 0.416 0.068 2.094
H 1.943 -0.344 1.164
H 0.105 1.565 0.305
H -0.916 0.186 -0.327
H 1.770 1.474 -1.248
H 4.930 -4.012 -1.714
H 4.942 2.183 -3.998
H 3.204 1.571 -3.892
H 3.638 3.251 -3.131
H 4.983 2.773 0.310
H 3.374 3.132 -0.513
H 3.458 1.683 0.605
H 0.445 -6.265 -0.784
H -1.256 -4.398 -0.567
C -3.230 -1.288 0.351
S -3.478 -0.183 1.758
O -2.139 0.367 2.139
C -3.887 -1.482 2.936
H -2.925 -0.691 -0.510
H -2.449 -2.015 0.581
H -4.166 -1.801 0.122
H -3.065 -2.198 3.003
H -4.802 -1.986 2.616
H -4.049 -1.026 3.914
C 6.360 -2.948 -6.172
S 4.791 -2.056 -6.183
O 4.659 -1.366 -4.865
C 3.742 -3.525 -6.131
H 7.172 -2.219 -6.163
H 6.427 -3.575 -5.281
H 6.436 -3.562 -7.071
H 3.973 -4.116 -5.242
H 3.905 -4.120 -7.031
H 2.700 -3.205 -6.092
C -7.648 -4.024 -0.140
S -7.897 -2.931 1.275
O -6.557 -2.393 1.668
C -8.319 -4.238 2.447
H -7.336 -3.419 -0.992
H -6.872 -4.758 0.088
H -8.585 -4.529 -0.379
H -7.501 -4.958 2.512
H -9.233 -4.737 2.122
H -8.482 -3.786 3.426
C -6.068 0.038 -1.101
S -7.506 0.967 -1.673
O -8.715 0.130 -1.407
C -7.127 0.828 -3.433
H -6.114 -0.038 -0.014
H -6.076 -0.964 -1.535
H -5.156 0.564 -1.389
H -7.069 -0.223 -3.720
H -6.181 1.329 -3.643
H -7.925 1.313 -3.997
C 0.581 6.432 0.240
S 2.029 5.911 -0.703
O 2.185 4.434 -0.505
C 3.241 6.728 0.354
H -0.307 6.000 -0.223
H 0.660 6.081 1.271
H 0.505 7.521 0.219
H 3.153 6.357 1.378
H 3.078 7.806 0.329
H 4.238 6.505 -0.027
C -3.696 0.116 8.481
S -4.224 0.772 6.884
O -4.218 -0.361 5.909
C -2.737 1.751 6.584
H -4.466 -0.564 8.847
H -2.756 -0.429 8.367
H -3.572 0.936 9.189
H -1.858 1.103 6.589
H -2.645 2.517 7.355
H -2.829 2.229 5.608
C 0.241 -4.410 3.268
S -0.009 -3.309 4.678
O 1.327 -2.762 5.062
C -0.419 -4.613 5.859
H 0.546 -3.809 2.411
H 1.022 -5.138 3.497
H -0.695 -4.923 3.036
H 0.403 -5.328 5.925
H -1.332 -5.119 5.540
H -0.582 -4.156 6.836
C 7.458 7.582 -1.819
S 6.010 8.494 -2.394
O 4.810 7.644 -2.127
C 6.391 8.356 -4.153
H 7.411 7.508 -0.732
H 7.462 6.579 -2.250
H 8.364 8.118 -2.106
H 6.461 7.304 -4.437
H 7.332 8.866 -4.363
H 5.588 8.831 -4.719
*
```

Summary:
- HOMO: -6.8 eV
- LUMO: -1.129 eV
- Frontier orbital gap: 5.652 eV
- E_tot: -170224.16596 eV

Atomic partial charges in e from the Löwdin method, atoms 1 to 8: number 1, C, carries -0.1044; number 2, C, carries -0.2640; number 3, C, carries -0.6660; number 4, I, carries 0.7776; number 5, C, carries -0.1481; number 6, C, carries 0.0015; number 7, C, carries -0.0219; number 8, C, carries -0.0113

***

# 2
A molecular structure, C31H64P2ScSi2 in a non-equilibrium geometry, computed with ωB97M-V/def2-TZVPD.

The geometry in ORCA input format:
```
! RIJCOSX wB97M-V def2-TZVPD def2/J DEFGRID3
* xyz 1 1
Sc 1.882 2.501 -1.855
C 3.025 1.793 0.425
C 2.739 3.167 0.109
C 0.906 2.255 1.187
C 1.909 1.265 1.120
C 1.374 3.423 0.533
C 4.307 1.089 0.163
H 4.811 1.425 -0.755
H 4.170 0.000 0.072
H 5.006 1.259 0.996
C 1.875 -0.033 1.843
H 2.682 -0.694 1.517
H 0.919 -0.548 1.690
H 1.991 0.104 2.930
C -0.346 2.155 1.982
H -0.160 2.383 3.045
H -0.774 1.143 1.944
H -1.105 2.860 1.626
C 0.652 4.719 0.430
H 1.355 5.560 0.465
H -0.059 4.815 1.260
H 0.070 4.826 -0.499
C 3.684 4.120 -0.542
H 4.440 4.466 0.183
H 3.192 5.015 -0.942
H 4.265 3.657 -1.356
C 1.198 0.761 -2.927
C 2.576 0.939 -3.014
C 3.196 2.057 -3.864
C 2.681 3.591 -3.889
C 1.498 4.114 -3.039
C 0.290 3.385 -2.997
C -0.112 2.562 -4.205
C 0.300 1.081 -4.110
H 3.121 1.770 -4.946
H 2.430 3.753 -4.966
H 4.289 2.106 -3.645
H 0.739 0.770 -5.081
H 0.736 0.083 -2.193
H 3.291 0.321 -2.432
H -0.624 0.478 -4.040
H -1.210 2.600 -4.311
H -0.550 3.724 -2.387
H 0.259 2.965 -5.168
H 3.561 4.241 -3.687
H 1.622 5.110 -2.600
P 1.336 -2.460 -0.889
C 1.514 -3.493 0.617
H 1.417 -4.560 0.377
H 0.730 -3.223 1.341
H 2.492 -3.312 1.081
C 0.483 -3.658 -1.986
H 1.126 -4.531 -2.167
H 0.278 -3.162 -2.944
H -0.474 -3.976 -1.552
C 3.035 -2.644 -1.580
H 3.157 -1.940 -2.412
H 3.178 -3.670 -1.943
H 3.778 -2.413 -0.807
P -2.839 1.187 -0.864
C -3.532 2.892 -0.889
H -4.463 3.041 -1.453
H -2.748 3.506 -1.374
H -3.670 3.316 0.115
C -3.457 0.436 -2.432
H -3.037 1.012 -3.278
H -4.546 0.390 -2.562
H -3.057 -0.583 -2.545
C -3.464 0.325 0.612
H -4.403 -0.244 0.494
H -3.587 1.016 1.466
H -2.691 -0.404 0.937
C -1.377 -3.582 5.053
Si -1.471 -1.974 4.056
C -3.100 -1.125 4.519
C -0.073 -0.862 4.670
C -1.399 -2.287 2.231
Si -2.412 -3.620 1.431
C -4.034 -3.995 2.335
C -2.848 -3.073 -0.327
C -1.512 -5.286 1.363
H -1.569 -3.365 6.116
H -0.374 -4.028 4.983
H -2.104 -4.341 4.733
H -3.442 -1.465 5.507
H -2.966 -0.035 4.569
H -3.895 -1.334 3.792
H 0.916 -1.264 4.410
H -0.139 0.160 4.269
H -0.113 -0.782 5.769
H -0.755 -1.657 1.594
H -4.828 -3.297 2.033
H -4.363 -5.009 2.060
H -3.954 -3.961 3.429
H -2.141 -2.321 -0.703
H -2.842 -3.928 -1.019
H -3.855 -2.634 -0.362
H -0.979 -5.434 0.415
H -0.787 -5.384 2.181
H -2.241 -6.104 1.463
*
```

Summary:
- HOMO (spin up / spin down): -8.4 / -8.7 eV
- LUMO (spin up / spin down): -6.319 / -6.506 eV
- Frontier orbital gap (spin up / spin down): 2.053 / 2.204 eV
- E_tot: -88206.84495 eV

Atomic partial charges in e from the Löwdin method, atoms 1 to 8: number 1, Sc, carries 0.8288; number 2, C, carries -0.2635; number 3, C, carries -0.3369; number 4, C, carries -0.2094; number 5, C, carries -0.2014; number 6, C, carries -0.2553; number 7, C, carries -0.0437; number 8, H, carries 0.0753

***

# 3
6 unconnected molecules or ions with the total composition C31H65BFN2O13 in a non-equilibrium geometry, computed with ωB97M-V/def2-TZVPD.

The geometry in ORCA input format:
```
! RIJCOSX wB97M-V def2-TZVPD def2/J DEFGRID3
* xyz -1 1
C 4.206 -3.237 -2.537
C 4.145 -1.853 -3.191
B 2.690 -1.316 -3.459
O 2.389 -0.857 -4.725
C 1.508 -1.334 -2.393
N 0.692 -2.570 -2.555
C -0.035 -2.710 -3.778
C 0.435 -3.821 -4.673
F -1.342 -3.075 -3.370
C 2.115 -1.363 -0.941
O 1.544 -2.089 -0.107
O 3.086 -0.619 -0.757
C 0.669 -0.086 -2.393
C 1.209 1.130 -2.736
C 0.436 2.251 -2.654
N -0.827 2.274 -2.271
C -1.341 1.091 -1.966
C -0.655 -0.103 -1.999
H 3.987 -4.045 -3.231
H 3.555 -3.332 -1.674
H 5.214 -3.409 -2.174
H 4.645 -1.145 -2.537
H 4.733 -1.893 -4.112
H 3.217 -0.689 -5.182
H 1.344 -3.342 -2.506
H -0.151 -1.781 -4.324
H 0.328 -4.768 -4.155
H 1.446 -3.653 -5.022
H -0.216 -3.875 -5.539
H 2.237 1.205 -3.031
H 0.888 3.201 -2.902
H -2.372 1.079 -1.646
H -1.125 -1.022 -1.712
C 1.846 1.244 1.600
O 0.565 0.833 2.081
C 0.617 -0.413 2.755
C 0.624 -0.242 4.259
O 1.806 0.397 4.728
C 1.626 1.773 4.987
H 1.764 2.287 1.289
H 2.608 1.168 2.382
H 2.147 0.623 0.753
H 1.484 -0.991 2.424
H -0.279 -0.973 2.469
H 0.588 -1.232 4.726
H -0.261 0.314 4.583
H 1.066 1.919 5.920
H 1.104 2.273 4.168
H 2.613 2.221 5.097
C -5.247 3.175 -1.920
O -4.604 2.223 -2.740
C -5.500 1.373 -3.430
C -5.680 1.806 -4.867
O -6.318 3.074 -4.971
C -5.409 4.132 -5.208
H -4.506 3.923 -1.641
H -6.074 3.669 -2.438
H -5.627 2.700 -1.006
H -6.468 1.331 -2.919
H -5.069 0.372 -3.415
H -6.321 1.080 -5.377
H -4.714 1.821 -5.379
H -5.066 4.118 -6.249
H -4.544 4.079 -4.543
H -5.936 5.068 -5.026
C -3.884 -2.315 -1.396
O -3.850 -1.175 -0.560
C -4.800 -1.127 0.481
C -4.154 -1.512 1.793
O -3.756 -2.872 1.815
C -2.369 -3.051 1.559
H -2.940 -2.329 -1.937
H -3.971 -3.244 -0.829
H -4.708 -2.250 -2.118
H -5.669 -1.760 0.268
H -5.146 -0.089 0.553
H -4.881 -1.374 2.602
H -3.302 -0.854 1.991
H -1.780 -2.769 2.439
H -2.034 -2.468 0.700
H -2.204 -4.107 1.350
C 4.625 -1.927 1.767
O 5.980 -2.389 1.721
C 6.861 -1.435 1.168
C 7.629 -0.692 2.240
O 6.781 0.115 3.040
C 6.436 -0.480 4.275
H 4.069 -2.599 2.421
H 4.561 -0.913 2.168
H 4.175 -1.943 0.776
H 6.319 -0.731 0.529
H 7.578 -1.978 0.539
H 8.352 -0.021 1.761
H 8.187 -1.399 2.863
H 7.283 -0.434 4.973
H 6.126 -1.519 4.149
H 5.604 0.084 4.694
C -3.360 2.377 3.331
O -2.279 1.515 3.047
C -1.325 2.083 2.148
C -0.111 2.610 2.873
O -0.431 3.712 3.720
C -0.553 3.349 5.079
H -3.895 1.968 4.189
H -3.022 3.387 3.575
H -4.049 2.425 2.478
H -1.787 2.874 1.550
H -1.006 1.290 1.467
H 0.611 2.964 2.133
H 0.364 1.812 3.448
H 0.435 3.177 5.522
H -1.165 2.452 5.206
H -1.032 4.177 5.603
*
```

Summary:
- HOMO: -5.4 eV
- LUMO: 2.427 eV
- Frontier orbital gap: 7.789 eV
- E_tot: -66186.60288 eV

Atomic partial charges in e from the Löwdin method, atoms 1 to 8: number 1, C, carries -0.0951; number 2, C, carries -0.1400; number 3, B, carries -0.4481; number 4, O, carries 0.1449; number 5, C, carries -0.2358; number 6, N, carries 0.1054; number 7, C, carries -0.4049; number 8, C, carries -0.0220

***

# 4
13 unconnected molecules or ions with the total composition C31H68N4O9S6 in a non-equilibrium geometry, computed with ωB97M-V/def2-TZVPD.

The geometry in ORCA input format:
```
! RIJCOSX wB97M-V def2-TZVPD def2/J DEFGRID3
* xyz 0 1
C 1.987 2.444 3.853
O 1.366 3.043 4.971
H 1.399 2.470 2.931
H 2.860 3.060 3.620
H 2.353 1.435 4.059
H 0.515 2.585 5.036
C -1.197 0.225 5.682
O -0.248 0.430 4.623
H -0.685 0.445 6.623
H -2.030 0.913 5.578
H -1.531 -0.808 5.593
H 0.472 -0.201 4.658
C 0.000 -4.807 -2.705
O 0.219 -3.721 -1.820
H -0.904 -4.674 -3.303
H 0.806 -4.896 -3.438
H 0.054 -5.795 -2.238
H -0.519 -3.749 -1.200
N 1.503 4.207 -1.020
C 2.663 3.710 -0.500
C 3.703 4.550 -0.840
C 3.167 5.502 -1.719
C 1.802 5.295 -1.798
H 0.641 3.690 -1.034
H 2.641 2.845 0.140
H 4.742 4.457 -0.572
H 3.611 6.318 -2.267
H 1.022 5.684 -2.433
N 4.174 -2.636 -1.873
C 5.179 -2.642 -2.816
C 4.737 -1.994 -3.943
C 3.407 -1.586 -3.691
C 3.131 -1.926 -2.384
H 4.393 -2.887 -0.925
H 6.154 -3.033 -2.573
H 5.194 -1.858 -4.909
H 2.653 -1.186 -4.347
H 2.218 -1.780 -1.828
N -1.213 3.324 2.009
C -0.803 4.356 2.813
C -1.771 4.528 3.788
C -2.797 3.640 3.485
C -2.433 2.856 2.424
H -0.608 2.817 1.359
H 0.178 4.771 2.650
H -1.765 5.126 4.685
H -3.677 3.524 4.099
H -2.873 2.013 1.919
N -0.857 -1.321 -3.777
C -2.001 -1.269 -4.521
C -1.934 -0.096 -5.234
C -0.747 0.559 -4.883
C -0.069 -0.201 -3.954
H -0.702 -2.085 -3.136
H -2.622 -2.150 -4.512
H -2.686 0.385 -5.841
H -0.432 1.558 -5.144
H 0.814 -0.176 -3.342
C 4.123 -5.684 1.123
S 2.886 -4.588 1.835
O 2.980 -3.197 1.257
C 1.442 -5.366 1.095
H 4.025 -5.605 0.034
H 4.091 -6.761 1.296
H 5.114 -5.352 1.430
H 0.587 -4.775 1.419
H 1.325 -6.383 1.474
H 1.438 -5.417 0.005
C -5.032 0.991 3.759
S -4.166 -0.550 4.107
O -5.136 -1.347 4.933
C -4.411 -1.277 2.428
H -6.102 0.787 3.734
H -4.711 1.238 2.744
H -4.835 1.862 4.373
H -4.098 -0.613 1.627
H -5.453 -1.601 2.389
H -3.881 -2.233 2.407
C -0.553 -0.631 0.116
S 0.695 0.562 -0.412
O 0.234 1.885 0.169
C 1.967 0.052 0.806
H -1.079 -0.393 1.040
H -0.048 -1.600 0.149
H -1.336 -0.738 -0.641
H 2.857 0.677 0.766
H 2.275 -0.934 0.445
H 1.573 0.024 1.818
C -4.429 -1.795 -1.241
S -6.115 -2.095 -1.796
O -6.111 -3.021 -2.972
C -6.622 -2.994 -0.322
H -3.883 -2.731 -1.110
H -4.432 -1.077 -0.423
H -3.904 -1.235 -2.022
H -6.812 -2.274 0.472
H -5.835 -3.691 -0.017
H -7.497 -3.619 -0.486
C 5.380 0.974 -1.154
S 6.284 1.453 -2.660
O 6.532 2.930 -2.663
C 7.791 0.608 -2.156
H 5.894 1.246 -0.230
H 5.133 -0.084 -1.241
H 4.447 1.540 -1.130
H 8.565 0.504 -2.913
H 7.579 -0.372 -1.728
H 8.228 1.201 -1.345
C -3.022 1.884 -1.373
S -4.793 2.189 -1.130
O -5.245 1.073 -0.238
C -4.677 3.677 -0.104
H -2.840 0.950 -1.905
H -2.478 1.790 -0.429
H -2.566 2.709 -1.922
H -5.635 3.817 0.397
H -4.428 4.589 -0.643
H -3.934 3.533 0.684
*
```

Summary:
- HOMO: -7.9 eV
- LUMO: -0.435 eV
- Frontier orbital gap: 7.416 eV
- E_tot: -122641.34494 eV
- ΔE to the lowest compared entry with this formula, charge and spin: 0.0 kcal/mol

Atomic partial charges in e from the Löwdin method, atoms 1 to 8: number 1, C, carries -0.1888; number 2, O, carries -0.1153; number 3, H, carries 0.0528; number 4, H, carries 0.0837; number 5, H, carries 0.0684; number 6, H, carries 0.0514; number 7, C, carries -0.1426; number 8, O, carries -0.1512